(1)
Density functional theory data (ωB97M-V/def2-TZVPD) for CH2BrClO as an isolated structure in a non-equilibrium geometry.

Computed properties:
**HOMO level**: -9.28 eV
**Energy above the lowest of the compared OMol25 structures with the same formula, charge and spin**: 59.1 kcal/mol
**Multiplicity**: 1

Last column: Mulliken charge in e.
Positions of all 6 atoms, in Å:
C  1.486  0.666  -0.816  0.018
O  -1.538  -0.485  0.569  -0.625
Cl  1.594  1.894  0.278  0.021
Br  1.938  -1.004  -0.099  -0.042
H  -1.212  -1.080  -0.115  0.315
H  -2.267  0.008  0.182  0.315

***

(2)
Density functional theory data (ωB97M-V/def2-TZVPD) for an isolated ion of composition CH2BrN4S and charge +1.

Computed properties:
**HOMO level**: -14.93 eV
**Net charge**: +1
**Multiplicity**: 1

Last column: Mulliken charge in e.
Positions of all 9 atoms, in Å:
S  1.614  -1.607  -0.619  -0.180
C  0.611  -0.228  -0.303  0.457
N  0.930  1.065  -0.475  -0.118
N  -0.117  1.795  -0.196  -0.273
N  -1.074  0.996  0.160  0.337
N  -0.671  -0.275  0.103  -0.031
Br  -1.733  -1.714  0.506  0.285
H  2.450  -1.315  0.387  0.235
H  -2.010  1.282  0.437  0.288

***

(3)
Density functional theory data (ωB97M-V/def2-TZVPD) for CH2BrNO4 in the gas phase in a non-equilibrium geometry.

Computed properties:
**HOMO level**: -9.97 eV
**SMILES string**: O=C(Br)[N+]([O-])(O)O
**Energy above the lowest of the compared OMol25 structures with the same formula, charge and spin**: 89.7 kcal/mol
**Multiplicity**: 1

Last column: Mulliken charge in e.
Positions of all 9 atoms, in Å:
C  1.038  0.726  0.570  0.429
N  -0.182  -0.156  -0.042  0.748
O  0.156  -0.491  -1.173  -0.713
O  -1.323  0.697  -0.142  -0.436
O  -0.533  -1.183  0.828  -0.405
O  0.987  1.841  0.933  -0.331
Br  2.424  -0.351  -0.047  -0.042
H  -1.045  -1.803  0.228  0.370
H  -1.522  0.720  -1.155  0.380

***

(4)
Density functional theory data (ωB97M-V/def2-TZVPD) for a 2-piece molecular cluster, CH2BrNO4 overall in a non-equilibrium geometry.

Computed properties:
**HOMO level (spin up / spin down)**: -9.70 / -9.71 eV
**Energy above the lowest of the compared OMol25 structures with the same formula, charge and spin**: 122.2 kcal/mol
**Multiplicity**: 1

Last column: Mulliken charge in e.
Positions of all 9 atoms, in Å:
C  -1.208  0.226  0.153  0.459
N  -1.334  -1.123  0.059  0.925
O  -1.559  -1.730  1.128  -0.516
O  -1.370  -1.628  -1.023  -0.569
O  -0.913  0.986  -0.871  -0.355
O  0.918  -0.497  0.781  -0.679
Br  -1.908  1.013  1.558  0.083
H  -0.353  0.597  -1.575  0.383
H  0.997  -1.044  1.535  0.269

***

(5)
Density functional theory data (ωB97M-V/def2-TZVPD) for CH2BrNOS as an isolated structure in a non-equilibrium geometry.

Computed properties:
**HOMO level**: -8.42 eV
**Energy above the lowest of the compared OMol25 structures with the same formula, charge and spin**: 26.7 kcal/mol
**Multiplicity**: 1

Last column: Mulliken charge in e.
Positions of all 7 atoms, in Å:
C  -0.801  -0.133  0.284  0.581
N  -0.195  1.038  0.304  -0.324
O  -1.645  -0.835  0.719  -0.341
S  0.598  -0.857  -1.583  -0.331
Br  1.717  -2.168  -0.335  -0.054
H  -0.224  1.639  1.009  0.218
H  0.549  1.315  -0.397  0.251

***

(6)
Density functional theory data (ωB97M-V/def2-TZVPD) for a 2-piece molecular cluster, CH2BrO3S overall in a non-equilibrium geometry.

Computed properties:
**HOMO level (spin up / spin down)**: -3.46 / -4.29 eV
**Net charge**: -1
**Energy above the lowest of the compared OMol25 structures with the same formula, charge and spin**: 54.7 kcal/mol
**Multiplicity**: 1

Last column: Mulliken charge in e.
Positions of all 8 atoms, in Å:
C  -0.602  -0.576  -1.155  -0.669
O  -0.155  0.094  2.307  -0.507
O  1.962  0.488  1.084  -0.503
O  0.119  2.128  0.917  -0.522
S  0.535  0.759  1.208  0.850
Br  0.218  -2.264  -1.472  -0.203
H  -1.645  -0.715  -0.897  0.283
H  -0.432  0.087  -1.992  0.271

***

(7)
Density functional theory data (ωB97M-V/def2-TZVPD) for a 2-piece molecular cluster, CH2Cl2FN overall in a non-equilibrium geometry.

Computed properties:
**HOMO level (spin up / spin down)**: -9.13 / -9.13 eV
**Energy above the lowest of the compared OMol25 structures with the same formula, charge and spin**: 133.7 kcal/mol
**Multiplicity**: 1

Last column: Mulliken charge in e.
Positions of all 7 atoms, in Å:
C  -0.375  0.038  -0.068  -0.023
N  -1.635  0.045  -0.275  0.003
F  -0.166  0.049  2.493  -0.738
Cl  -2.577  1.438  -0.086  0.101
Cl  -2.626  -1.457  0.020  0.067
H  0.390  -0.710  0.239  0.335
H  -0.130  1.005  0.350  0.254

***

(8)
Density functional theory data (ωB97M-V/def2-TZVPD) for a 2-piece molecular cluster, CH2Cl2N2O2 overall in a non-equilibrium geometry.

Computed properties:
**HOMO level (spin up / spin down)**: -10.36 / -10.08 eV
**Energy above the lowest of the compared OMol25 structures with the same formula, charge and spin**: 72.6 kcal/mol
**Multiplicity**: 1

Last column: Mulliken charge in e.
Positions of all 9 atoms, in Å:
C  0.081  0.158  -0.306  -0.390
N  2.259  -0.403  0.862  -0.157
N  0.822  0.708  -1.222  0.826
O  0.876  1.921  -1.383  -0.571
O  1.443  -0.057  -1.924  -0.488
Cl  2.865  -1.506  -0.246  0.092
Cl  3.134  1.074  0.828  0.033
H  -0.709  0.804  0.087  0.306
H  0.245  -0.898  -0.057  0.350

***

(9)
Density functional theory data (ωB97M-V/def2-TZVPD) for a 2-piece molecular cluster, CH2Cl2O3 overall in a non-equilibrium geometry.

Computed properties:
**HOMO level**: -11.01 eV
**SMILES string**: O=COCl.OCl
**Energy above the lowest of the compared OMol25 structures with the same formula, charge and spin**: 56.6 kcal/mol
**Multiplicity**: 1

Last column: Mulliken charge in e.
Positions of all 8 atoms, in Å:
C  -1.207  -0.154  0.261  0.318
O  -1.815  0.761  0.712  -0.448
O  1.237  1.101  -0.047  -0.392
O  -0.760  -1.134  1.055  -0.197
Cl  1.361  1.451  -1.705  0.039
Cl  0.083  -2.406  0.320  0.015
H  -0.969  -0.300  -0.808  0.303
H  2.071  0.682  0.211  0.360

***

(10)
Density functional theory data (ωB97M-V/def2-TZVPD) for CH2Cl3P in the gas phase in a non-equilibrium geometry.

Computed properties:
**HOMO level**: -10.22 eV
**SMILES string**: PC(Cl)(Cl)Cl
**Energy above the lowest of the compared OMol25 structures with the same formula, charge and spin**: 30.5 kcal/mol
**Multiplicity**: 1

Last column: Mulliken charge in e.
Positions of all 7 atoms, in Å:
C  0.662  0.039  0.102  0.134
P  -1.197  0.811  0.037  -0.004
Cl  1.524  0.698  -1.272  -0.094
Cl  1.536  0.489  1.596  -0.134
Cl  0.486  -1.719  0.124  -0.099
H  -1.842  -0.340  0.699  0.099
H  -1.169  0.023  -1.287  0.098